Entry 1:
Density functional theory data (ωB97M-V/def2-TZVPD) for 2 unconnected molecules or ions with the total composition C2H2N5 at a distorted geometry.

Structure (XYZ):
```
9
Properties=species:S:1:pos:R:3
N 3.338 -1.134 -0.115
N 4.631 0.655 -0.053
N 4.536 -0.642 -0.247
N -0.356 0.711 -0.058
N 3.368 1.099 0.240
C 0.477 0.119 0.636
C 2.668 0.016 0.306
H 0.145 -0.368 1.689
H -1.317 0.804 0.315
```

Output
Electronic energy: -9553.318 eV
Total charge: -1
Energy relative to the best compared isomer or geometry (same formula, charge and spin): 2.983 eV
HOMO: -4.91 eV

---

Entry 2:
Density functional theory data (ωB97M-V/def2-TZVPD) for a gas-phase ion, C4H8Cl2N (charge +1) at a distorted geometry.

Structure (XYZ):
```
15
Properties=species:S:1:pos:R:3
Cl 0.716 2.613 0.660
Cl -1.786 1.832 -0.850
N -0.520 -0.835 -1.243
C -0.816 0.205 1.178
C 0.023 -0.149 0.009
C -0.508 1.302 0.190
C 1.524 -0.380 0.222
H -1.295 -1.460 -0.932
H 1.639 -1.389 0.751
H -1.800 -0.062 1.230
H 1.995 -0.677 -0.723
H 1.836 0.374 0.834
H -0.308 0.175 2.218
H 0.150 -1.409 -1.712
H -0.849 -0.143 -1.832
```

Output
Electronic energy: -30804.231 eV
SMILES string: C[C@@]1([NH3+])CC1(Cl)Cl
Total charge: +1
Energy relative to the best compared isomer or geometry (same formula, charge and spin): 0.357 eV
HOMO: -14.52 eV

---

Q: Look up the electronic energy of the first one.
A: -9553.318 eV

---

Q: What is the formula in the first record?
A: C2H2N5

---

What did the second record say?
Density functional theory data (ωB97M-V/def2-TZVPD) for a gas-phase ion, C4H8Cl2N (charge +1) at a distorted geometry.

Structure (XYZ):
```
15
Properties=species:S:1:pos:R:3
Cl 0.716 2.613 0.660
Cl -1.786 1.832 -0.850
N -0.520 -0.835 -1.243
C -0.816 0.205 1.178
C 0.023 -0.149 0.009
C -0.508 1.302 0.190
C 1.524 -0.380 0.222
H -1.295 -1.460 -0.932
H 1.639 -1.389 0.751
H -1.800 -0.062 1.230
H 1.995 -0.677 -0.723
H 1.836 0.374 0.834
H -0.308 0.175 2.218
H 0.150 -1.409 -1.712
H -0.849 -0.143 -1.832
```

Output
Electronic energy: -30804.231 eV
SMILES string: C[C@@]1([NH3+])CC1(Cl)Cl
Total charge: +1
Energy relative to the best compared isomer or geometry (same formula, charge and spin): 0.357 eV
HOMO: -14.52 eV